No. 1
86
Properties=species:S:1:pos:R:3:mulliken_charge:R:1 method="wB97M-V/def2-TZVPD" multiplicity=3 s2=2.0079 orbital_gap_ev="9.039 / 9.383"
C -4.0261 -2.1507 -0.7689 -0.92
C -3.8608 -3.5508 -1.3715 -0.36
C -5.2453 -4.1127 -1.5501 0.51
O -5.9973 -3.5707 -2.2439 -0.48
O -5.5406 -5.2426 -0.9038 -0.42
C -6.8873 -5.3001 -0.4059 -0.44
C -7.6676 -6.3981 -1.1300 -0.80
Si -8.9946 -5.8021 -2.3324 0.49
Cl -8.3896 -6.2751 -4.2905 -0.32
C -9.4631 -3.9981 -2.1589 -0.88
C -10.0288 -3.6289 -0.7985 -0.35
N -10.2483 -2.1626 -0.6960 -0.63
H -4.8729 -2.0972 -0.0992 0.38
H -4.2320 -1.4404 -1.5536 0.28
H -3.1053 -1.8448 -0.2948 0.17
H -3.4718 -3.4536 -2.3704 0.23
H -3.2366 -4.1872 -0.7616 0.33
H -7.3667 -4.3336 -0.4329 0.37
H -6.8167 -5.5800 0.6370 0.27
H -6.9951 -7.0297 -1.6930 0.44
H -8.1524 -7.0630 -0.4252 0.38
H -10.2377 -6.5824 -2.1374 -0.21
H -8.6558 -3.3411 -2.4593 0.45
H -10.2570 -3.8187 -2.8824 0.47
H -9.3796 -3.9009 0.0311 0.19
H -10.9622 -4.1612 -0.6421 0.37
H -11.1874 -2.0397 -0.3415 0.24
H -10.2293 -1.7648 -1.6257 0.25
C 0.7226 2.4907 -1.8091 -1.78
C 0.0875 1.3356 -0.9849 2.27
C 0.8285 1.1651 0.3452 -1.68
C 2.2141 0.5475 0.1790 0.42
C 2.1230 -0.7775 -0.5725 -1.42
C 1.4162 -0.6265 -1.9217 1.80
N 0.0980 0.0592 -1.7663 0.27
O -0.7356 -0.7563 -1.2406 -0.50
C 2.3391 0.1475 -2.8858 -1.80
C 1.2382 -1.9919 -2.5780 -1.93
C -1.3411 1.7947 -0.7050 -2.07
H 0.0897 3.3776 -1.8011 0.51
H 1.6963 2.7959 -1.4246 0.28
H 0.8303 2.2284 -2.8595 0.33
H 0.2399 0.5297 1.0151 0.37
H 0.9124 2.1346 0.8410 0.35
H 2.8916 1.2410 -0.3240 0.10
H 2.6534 0.3782 1.1647 0.07
H 3.1234 -1.1862 -0.7333 0.42
H 1.5909 -1.5071 0.0464 0.29
H 1.8315 0.3391 -3.8326 0.36
H 3.2287 -0.4455 -3.1007 0.45
H 2.6957 1.0928 -2.4872 0.35
H 0.6739 -2.6840 -1.9539 0.36
H 2.2125 -2.4457 -2.7580 0.42
H 0.7236 -1.9040 -3.5366 0.44
H -1.8959 1.9295 -1.6359 0.47
H -1.3187 2.7526 -0.1860 0.50
H -1.8960 1.1008 -0.0742 0.32
C 7.7650 3.8030 1.2741 -1.78
C 6.2526 4.1437 1.3906 2.05
C 6.0425 5.2998 2.3749 -1.39
C 6.2605 4.8902 3.8306 -0.43
C 5.3794 3.6961 4.1865 -1.28
C 5.5967 2.5153 3.2371 1.73
N 5.4699 2.9403 1.8108 0.45
O 4.2340 3.1356 1.5446 -0.58
C 6.9823 1.8961 3.5159 -1.85
C 4.6090 1.3974 3.5548 -1.93
C 5.8464 4.6004 -0.0081 -2.12
H 8.1788 4.1547 0.3296 0.49
H 8.3612 4.2563 2.0664 0.32
H 7.9409 2.7296 1.2788 0.35
H 5.0254 5.6900 2.2704 0.39
H 6.7127 6.1220 2.1149 0.36
H 7.3140 4.6712 4.0214 0.29
H 6.0149 5.7316 4.4831 0.39
H 5.5794 3.3757 5.2113 0.40
H 4.3293 4.0035 4.1608 0.35
H 7.1979 1.1000 2.8016 0.39
H 6.9967 1.4583 4.5143 0.44
H 7.7972 2.6137 3.4895 0.37
H 3.5720 1.7254 3.4875 0.34
H 4.7661 1.0425 4.5730 0.47
H 4.7414 0.5512 2.8776 0.44
H 5.9879 3.7980 -0.7352 0.48
H 6.4701 5.4411 -0.3109 0.51
H 4.8105 4.9331 -0.0636 0.34


No. 2
88
Properties=species:S:1:pos:R:3:mulliken_charge:R:1 method="wB97M-V/def2-TZVPD" orbital_gap_ev=5.693 e_above_lowest_kcal_mol=108.5 total_charge=+2
Ta 0.5117 0.5453 0.4954 0.16
Se 1.7399 -2.9228 1.1485 0.17
Se 0.8347 -1.7626 2.9827 0.09
C -1.0235 -2.1108 2.5929 -0.14
C -1.7839 -2.9010 3.4428 -0.84
C -3.0734 -3.2218 3.0502 -0.63
C -3.5311 -2.7533 1.8240 -1.13
C -2.7044 -1.9388 1.0715 0.02
N -1.4741 -1.6000 1.4513 0.66
C 3.3229 -1.8416 1.0216 0.61
C 4.5210 -2.3880 0.5801 -0.93
C 5.6558 -1.5996 0.6629 -0.53
C 5.5587 -0.3323 1.2261 -0.78
C 4.3108 0.1247 1.6088 -0.75
N 3.2061 -0.6019 1.4724 0.27
H -1.3623 -3.2695 4.3673 0.56
H -3.6960 -3.8566 3.6635 0.46
H -4.5123 -3.0119 1.4581 0.60
H -3.0163 -1.5581 0.1099 0.49
H 4.5492 -3.3991 0.1990 0.48
H 6.6070 -1.9725 0.3149 0.45
H 6.4312 0.2899 1.3494 0.53
H 4.1668 1.0954 2.0553 0.78
S -7.8064 0.6536 -0.7303 0.22
N -6.5914 0.3118 -1.7259 -0.70
C -5.4398 0.5664 -1.1173 0.68
C -4.1230 0.4306 -1.6614 0.83
C -3.9026 0.0569 -2.9912 -0.81
C -2.6084 -0.0253 -3.4529 -1.24
C -1.5687 0.2319 -2.5621 -0.89
N -1.7577 0.5503 -1.2953 0.95
C -3.0086 0.6976 -0.8302 -0.96
C -3.2087 1.1637 0.5362 -0.80
N -2.1351 1.3944 1.3119 0.98
C -2.3229 1.8766 2.5287 -0.49
C -3.5694 2.1941 3.0622 -1.20
C -4.6894 1.9318 2.3073 -0.59
C -4.5178 1.3893 1.0289 0.39
C -5.6354 1.0479 0.2060 0.85
N -6.9218 1.1352 0.5224 -0.70
H -4.7569 -0.1629 -3.6104 0.60
H -2.3805 -0.2921 -4.4716 0.54
H -0.5471 0.1610 -2.9058 0.68
H -1.4417 2.0215 3.1327 0.45
H -3.6361 2.6160 4.0522 0.50
H -5.6934 2.1186 2.6595 0.59
N -1.4871 3.3472 -1.3916 -0.70
N -0.1560 3.0715 -0.9706 -0.16
H -1.5266 4.0441 -2.1354 0.27
H -2.0284 3.6912 -0.6059 0.20
H 0.2625 3.8203 -0.4093 0.24
H 0.4142 2.9498 -1.8069 0.32
O 0.7982 3.2903 2.0245 -0.38
N 1.0396 2.3667 2.7572 0.84
O 1.6391 2.3729 3.7723 -0.60
O 0.5515 1.2031 2.3192 -0.34
O 1.8849 -0.5650 -2.7471 -0.60
C 1.1460 -1.1861 -2.0188 -0.28
O 0.7951 -0.6186 -0.8436 2.19
C 0.5812 -2.5150 -2.2565 0.02
C 1.0669 -3.3196 -3.2855 -0.92
C 0.6373 -4.6297 -3.4362 -1.14
C -0.2728 -5.1129 -2.5174 0.72
O -0.7949 -6.3455 -2.3973 -0.46
C -1.5765 -6.3457 -1.2178 -0.29
O -1.6697 -5.0093 -0.7425 -0.47
C -0.8025 -4.2887 -1.5080 1.05
C -0.4118 -2.9885 -1.3766 0.69
H 1.8121 -2.9130 -3.9491 0.56
H 1.0181 -5.2517 -4.2270 0.49
H -1.0847 -6.9767 -0.4562 0.28
H -2.5801 -6.7324 -1.4355 0.27
H -0.8338 -2.3474 -0.6240 -0.28
C 3.5985 4.9381 -0.5120 -1.75
C 4.1683 3.5940 -0.0425 2.06
C 5.2307 3.0736 -1.0137 -1.53
C 4.7480 3.7636 1.3673 -1.45
C 3.0865 2.6223 0.0061 0.04
C 2.1953 1.8050 0.0332 -0.75
H 4.3955 5.6758 -0.5359 0.45
H 2.8265 5.2846 0.1708 0.35
H 3.1802 4.8555 -1.5102 0.37
H 6.0702 3.7605 -1.0449 0.43
H 4.8190 2.9868 -2.0145 0.37
H 5.5876 2.0941 -0.7043 0.26
H 5.4754 4.5693 1.3604 0.46
H 5.2529 2.8630 1.7036 0.29
H 3.9680 4.0204 2.0796 0.34


No. 3
91
Properties=species:S:1:pos:R:3:mulliken_charge:R:1 method="wB97M-V/def2-TZVPD" orbital_gap_ev=1.254
C -5.8613 2.8405 -3.1032 -0.55
C -5.6281 2.8116 -1.6952 -0.05
C -5.4502 2.6921 -0.0676 -0.49
C -4.7129 1.2499 0.2467 -0.47
C -3.0921 1.2712 0.0806 -0.48
C -2.3293 -0.1608 -0.1325 0.74
C -3.2803 -1.4117 0.4746 -0.52
C -2.3445 -2.6392 1.1274 -0.07
C -2.6584 -3.1801 2.6805 -0.76
N -1.3429 -3.2943 0.4612 -0.76
O -1.2325 -0.1828 0.8130 0.24
C 0.0152 0.3806 0.4140 0.71
S 0.1469 2.2880 0.4529 -0.28
O 0.9734 -0.0088 1.5057 -0.92
C 0.6031 0.4774 2.8078 0.00
C 1.8017 1.4719 3.4195 0.52
C 1.2717 2.9798 3.7836 -1.12
O 2.8099 1.6038 2.3496 -0.56
C 0.5712 -0.1291 -1.0748 -1.03
C 1.6332 -1.3348 -0.7297 -0.02
N 2.1826 -2.1319 -1.8870 -0.42
N -0.4885 -0.4437 -2.1033 1.06
C -0.1049 0.2709 -3.4209 0.46
F 1.3644 0.0363 -3.7531 -0.19
F -0.6856 -0.4228 -4.6370 -0.24
C -0.2150 1.8784 -3.4402 0.69
F -1.1228 2.5491 -2.5223 -0.12
F -0.6259 2.2796 -4.8382 -0.24
F 1.1448 2.5129 -3.2609 -0.22
C -1.9204 -0.5003 -1.7205 -0.96
C -3.0726 0.0147 -2.7712 -0.67
C -3.5684 -1.2380 -3.7761 -0.42
C -4.3060 -0.6212 -5.1185 -0.45
C -3.4729 -0.9047 -6.5223 0.46
O -3.7522 -0.1772 -7.6133 -0.57
O -2.4571 -1.9644 -6.6257 -0.45
H -5.7532 3.1860 -4.2362 0.35
H -4.9262 3.6209 0.4178 0.31
H -6.5444 2.6195 0.3872 0.35
H -4.9539 0.9897 1.3848 0.39
H -5.2559 0.4351 -0.3936 0.30
H -2.6657 1.7642 1.0821 0.29
H -2.8700 2.0802 -0.7574 -0.01
H -4.0189 -1.8186 -0.3578 0.13
H -3.9008 -1.0611 1.4315 0.36
H -3.7664 -2.9781 3.0017 0.33
H -2.4246 -4.3268 2.6853 0.34
H -1.8671 -2.6694 3.4065 0.09
H -1.3137 -2.8706 -0.4700 0.23
H 1.4588 2.5224 -0.0537 0.25
H -0.4168 1.0101 2.9515 0.20
H 0.5977 -0.4541 3.5554 0.20
H 2.2289 1.0121 4.4264 -0.11
H 2.1866 3.5348 4.3122 0.35
H 0.9916 3.6461 2.8594 0.27
H 0.3855 3.0266 4.5463 0.35
H 2.7173 2.5324 1.9412 0.40
H 1.2754 0.7926 -1.3708 0.43
H 2.6092 -0.7923 -0.2994 0.58
H 1.2061 -2.1418 0.0400 -0.73
H 3.1703 -1.8318 -2.0842 0.33
H 2.1376 -3.1686 -1.7218 0.24
H -0.2316 -1.4444 -2.4017 0.77
H -2.2075 -1.6646 -1.7395 0.18
H -2.7913 0.8831 -3.4814 0.37
H -4.1045 0.3135 -2.2718 -0.15
H -2.6886 -1.9804 -4.0181 0.41
H -4.4211 -1.8176 -3.1789 0.34
H -5.3444 -1.1979 -5.2369 0.36
H -4.5862 0.5156 -5.0352 0.17
H -1.8162 -1.6468 -7.3394 0.38
C 4.5569 -0.0915 6.7016 -0.38
C 3.1648 0.3382 7.1349 0.26
N 2.0099 0.6945 7.4944 -0.59
H 4.6953 0.1128 5.6363 0.04
H 5.3110 0.4592 7.2707 0.26
H 4.6887 -1.1623 6.8789 0.30
N 3.9310 -0.7683 -5.0137 1.03
O 3.4061 -1.8569 -5.3013 -0.65
O 4.2037 -0.5036 -3.8311 -0.64
O 4.1833 0.0553 -5.9085 -0.69
Cl 5.8550 -0.7371 4.2844 -0.79
Ca 0.1606 -1.7770 1.7378 1.14
C 8.2131 -0.7795 7.1475 -0.51
O 7.1397 -0.1869 7.8553 -0.46
H 8.0223 -0.6932 6.0753 0.19
H 9.1430 -0.2608 7.3929 0.25
H 8.2901 -1.8356 7.4179 0.24
H 7.3368 -0.2787 8.8030 0.25
O 6.8049 -0.3403 -6.8226 -0.59
H 5.9948 0.1287 -6.7388 0.35


No. 4
32
Properties=species:S:1:pos:R:3:mulliken_charge:R:1 method="wB97M-V/def2-TZVPD" multiplicity=3 s2=2.0030 orbital_gap_ev="6.465 / 6.447" total_charge=-1
Yb 0.5674 0.2427 -3.6352 0.69
Cl 1.1662 -1.3549 -2.1474 -0.56
C 2.2977 1.1883 -3.8571 -1.16
C -0.4349 -0.9454 -4.8741 -1.15
H 2.2840 1.5708 -4.8747 0.34
H 2.3852 2.0158 -3.1563 0.25
H 3.1274 0.5025 -3.7313 0.33
H -0.3569 -0.4716 -5.8485 0.32
H -1.4817 -1.0226 -4.5869 0.25
H 0.0158 -1.9307 -4.9047 0.32
Yb -0.0095 0.0599 -0.7580 1.43
C -1.5825 -0.9560 0.2367 -1.22
C -0.6917 1.1306 -2.3578 -1.55
H -2.4984 -0.5045 -0.0963 0.30
H -1.5185 -2.0149 0.0662 0.28
H -1.4253 -0.7349 1.3171 0.17
H -1.6836 1.0360 -2.6887 0.30
H -0.2959 2.1186 -2.1811 0.28
C -1.5154 0.8951 3.5817 -1.00
Si 0.0019 0.0014 2.9256 0.26
C 1.5279 0.8765 3.5449 -0.96
C 0.0063 -1.7624 3.5710 -0.98
O 0.0345 0.0177 1.2215 -0.49
H -1.4920 0.9012 4.6875 0.33
H -2.4315 0.3850 3.2412 0.31
H -1.5115 1.9345 3.2103 0.27
H 1.5352 0.8782 4.6504 0.31
H 2.4237 0.3528 3.1721 0.22
H 1.5255 1.9155 3.1757 0.23
H -0.8967 -2.2910 3.2232 0.29
H 0.9055 -2.2815 3.1965 0.26
H 0.0218 -1.7528 4.6766 0.33